15
Properties=species:S:1:pos:R:3:forces:R:3:mulliken_charge:R:1 method="wB97M-V/def2-TZVPD" orbital_gap_ha=0.33368 homo_ev=-8.17 e_tot_ha=-304.7471 total_charge=0
C 0.9472 -0.3710 2.5089 0.074 0.077 0.267 -0.71
N 0.4465 -0.5633 1.1809 -0.137 0.470 -0.101 -0.35
C 0.1127 0.4349 0.4697 0.035 -0.082 0.263 -0.03
C -0.3151 0.2073 -0.9162 0.119 -0.181 0.057 0.07
C -0.7158 1.2509 -1.9275 0.060 0.118 -0.015 -1.21
C -0.2558 -1.0835 -1.1672 0.052 -0.194 -0.372 0.50
N -0.1521 -2.2886 -1.3131 0.226 0.804 -1.143 -0.58
H 1.9824 -0.7311 2.5538 -0.151 0.080 0.046 0.24
H 0.3646 -0.9902 3.1998 0.100 0.142 -0.016 0.23
H 0.9142 0.6770 2.8415 0.032 -0.068 0.040 0.30
H 0.2087 1.4803 0.7921 -0.072 -0.022 0.177 0.32
H -0.5582 0.9077 -2.9559 0.047 0.009 0.232 0.34
H -0.1458 2.1730 -1.7897 -0.010 -0.066 -0.025 0.35
H -1.7817 1.5026 -1.8353 0.237 -0.039 0.044 0.26
H -1.0517 -2.6059 -1.6420 -0.612 -1.049 0.548 0.26